Entry 1:
ORCA calculation (ωB97M-V/def2-TZVPD) on a structure of composition C23H26CrN5O6 in a non-equilibrium geometry.

DFT total energy, Ha: -2661.178153
Energy above the lowest of the compared OMol25 structures with the same formula, charge and spin, eV: 0.921
HOMO-LUMO gap (alpha / beta), eV: 6.906 / 6.628
⟨S²⟩: 3.78

```
! wB97M-V def2-TZVPD RIJCOSX def2/J DEFGRID3
* xyz 2 4
Cr -0.410 0.599 0.022
C -2.782 -0.619 -1.801
C -3.765 -0.309 -0.710
O -3.119 0.663 0.094
C -3.810 0.963 1.302
C -2.885 1.865 2.071
O -1.543 1.369 2.019
C -1.139 0.478 3.061
C -1.330 -0.958 2.652
O -0.847 -1.114 1.298
C -1.335 -2.310 0.659
C -1.111 -2.160 -0.824
O -1.462 -0.828 -1.249
H -2.691 0.234 -2.470
H -3.074 -1.492 -2.382
H -4.013 -1.193 -0.116
H -4.691 0.079 -1.142
H -4.026 0.040 1.847
H -4.758 1.466 1.098
H -3.208 1.979 3.105
H -2.861 2.854 1.617
H -1.695 0.673 3.978
H -0.091 0.681 3.256
H -2.379 -1.254 2.671
H -0.772 -1.611 3.322
H -2.390 -2.430 0.904
H -0.792 -3.182 1.025
H -1.687 -2.901 -1.375
H -0.060 -2.293 -1.070
O 6.000 -3.016 1.714
C 5.793 -2.764 0.414
O 6.548 -3.147 -0.426
C 4.532 -2.025 0.026
C 4.548 -1.350 -1.190
C 3.439 -0.656 -1.628
C 2.268 -0.679 -0.872
C 2.246 -1.362 0.338
C 3.377 -2.021 0.791
N 1.108 0.095 -1.243
C 0.983 0.649 -2.382
C -0.029 1.711 -2.519
C -0.197 2.469 -3.649
C -1.076 3.551 -3.604
C -1.748 3.830 -2.429
C -1.541 3.016 -1.327
N -0.702 1.982 -1.378
H 5.413 -2.513 2.298
H 5.464 -1.349 -1.766
H 3.522 -0.065 -2.531
H 1.359 -1.347 0.959
H 3.334 -2.528 1.747
H 1.654 0.428 -3.205
H 0.363 2.230 -4.545
H -1.216 4.177 -4.476
H -2.424 4.671 -2.356
H -2.042 3.193 -0.387
N 4.398 -0.672 2.882
C 3.688 0.213 2.678
N 2.866 1.233 2.441
C 1.877 1.341 1.737
N 0.922 1.416 1.024
*
```

---

Entry 2:
ORCA calculation (ωB97M-V/def2-TZVPD) on the molecule C23H26FN3O6S in a non-equilibrium geometry.

SMILES: COCCN(CCOC)C(=O)c1c[nH]c2ccc(S(=O)(=O)N(C)c3ccc(F)cc3)cc2c1=O
DFT total energy, Ha: -2005.781610
Energy above the lowest of the compared OMol25 structures with the same formula, charge and spin, eV: 2.319
HOMO-LUMO gap, eV: 8.284

```
! wB97M-V def2-TZVPD RIJCOSX def2/J DEFGRID3
* xyz 0 1
C -2.237 6.989 -0.662
O -1.074 6.216 -0.839
C -1.207 4.867 -0.466
C -2.036 4.042 -1.470
N -1.920 2.620 -1.210
C -1.144 1.820 -2.125
C 0.368 2.107 -2.049
O 1.106 1.343 -2.971
C 1.274 -0.008 -2.620
C -2.610 2.132 -0.160
O -3.376 2.813 0.499
C -2.420 0.681 0.186
C -3.497 -0.139 0.180
N -3.442 -1.431 0.591
C -2.299 -1.963 1.118
C -2.267 -3.288 1.574
C -1.113 -3.797 2.123
C 0.017 -2.993 2.231
S 1.466 -3.674 3.047
O 1.472 -3.230 4.408
O 1.487 -5.087 2.816
N 2.762 -2.924 2.277
C 3.539 -1.981 3.045
C 2.847 -2.949 0.890
C 3.672 -2.058 0.198
C 3.734 -2.077 -1.183
C 2.965 -2.988 -1.880
F 3.008 -2.996 -3.232
C 2.155 -3.894 -1.222
C 2.099 -3.875 0.157
C 0.006 -1.696 1.785
C -1.148 -1.162 1.207
C -1.136 0.230 0.716
O -0.131 0.922 0.768
H -2.644 6.864 0.348
H -1.939 8.026 -0.807
H -3.014 6.734 -1.391
H -0.190 4.472 -0.422
H -1.665 4.779 0.528
H -1.691 4.249 -2.484
H -3.091 4.318 -1.379
H -1.486 2.015 -3.149
H -1.322 0.767 -1.901
H 0.713 1.924 -1.023
H 0.563 3.148 -2.319
H 0.349 -0.586 -2.737
H 1.621 -0.109 -1.586
H 2.023 -0.408 -3.301
H -4.457 0.210 -0.172
H -4.272 -2.005 0.556
H -3.154 -3.899 1.496
H -1.057 -4.814 2.479
H 3.323 -0.947 2.761
H 4.605 -2.181 2.923
H 3.266 -2.125 4.087
H 4.277 -1.344 0.729
H 4.371 -1.389 -1.716
H 1.580 -4.610 -1.788
H 1.499 -4.603 0.672
H 0.872 -1.059 1.866
*
```

---

Entry 3:
ORCA calculation (ωB97M-V/def2-TZVPD) on a structure of composition C23H26FeIN6O4 in a non-equilibrium geometry.

DFT total energy, Ha: -3083.104260
Energy above the lowest of the compared OMol25 structures with the same formula, charge and spin, eV: 0.000
HOMO-LUMO gap (alpha / beta), eV: 6.204 / 6.316
⟨S²⟩: 6.01

```
! wB97M-V def2-TZVPD RIJCOSX def2/J DEFGRID3
* xyz -1 5
Fe 1.175 0.212 0.686
C 5.036 1.868 -0.199
C 3.519 1.871 -0.174
O 2.977 1.145 0.737
C 2.845 2.644 -1.087
C 1.422 2.773 -1.129
C 0.827 3.834 -2.018
N 0.671 2.029 -0.377
N -0.693 2.342 -0.388
C -1.273 1.633 0.523
O -0.697 0.777 1.306
C -2.757 1.785 0.673
C -3.544 2.322 -0.345
C -4.923 2.375 -0.213
C -5.536 1.899 0.942
C -4.756 1.377 1.965
C -3.374 1.316 1.827
H 5.413 1.223 0.592
H 5.431 2.876 -0.062
H 5.400 1.493 -1.158
H 3.426 3.225 -1.791
H 1.584 4.232 -2.693
H 0.424 4.645 -1.410
H -0.008 3.429 -2.588
H -3.049 2.679 -1.239
H -5.526 2.774 -1.020
H -6.615 1.922 1.035
H -5.225 1.011 2.871
H -2.753 0.893 2.605
C -0.824 -2.612 1.450
C 0.104 -2.086 2.480
N 1.024 -1.159 2.321
C 1.637 -0.993 3.547
C 1.087 -1.833 4.453
N 0.117 -2.526 3.759
H -0.352 -2.537 0.479
H -1.742 -2.021 1.423
H -1.075 -3.655 1.647
H 2.443 -0.292 3.677
H 1.293 -2.011 5.493
H -0.507 -3.217 4.137
I -4.709 -1.731 -4.366
C -2.813 -1.778 -3.483
C -2.598 -1.077 -2.307
C -1.332 -1.110 -1.731
C -0.310 -1.858 -2.297
C -0.554 -2.556 -3.475
C -1.801 -2.515 -4.083
C 1.054 -1.994 -1.647
O 1.788 -2.888 -2.053
O 1.345 -1.182 -0.699
H -3.392 -0.505 -1.847
H -1.145 -0.553 -0.823
H 0.250 -3.140 -3.901
H -1.984 -3.055 -5.002
N 4.434 -1.388 0.916
N 3.740 -2.615 1.186
H 4.006 -0.648 1.460
H 4.281 -1.113 -0.052
H 4.278 -3.356 0.753
H 2.835 -2.598 0.714
*
```

---

Entry 4:
ORCA calculation (ωB97M-V/def2-TZVPD) on a structure of composition C23H26N11SiTm in a non-equilibrium geometry.

DFT total energy, Ha: -2869.090295
HOMO-LUMO gap (alpha / beta), eV: 7.487 / 7.468
⟨S²⟩: 2.00

```
! wB97M-V def2-TZVPD RIJCOSX def2/J DEFGRID3
* xyz 0 3
Tm -0.372 -0.988 -1.300
N -1.622 1.138 -2.343
C -3.065 0.850 -2.505
C -3.326 -0.108 -3.670
C -3.070 -1.579 -3.331
N -1.634 -1.921 -3.404
H -1.541 1.824 -1.588
H -1.301 1.630 -3.179
H -3.628 1.776 -2.680
H -3.411 0.391 -1.569
H -2.724 0.183 -4.539
H -4.376 -0.008 -3.950
H -3.656 -2.207 -4.016
H -3.410 -1.769 -2.308
H -1.352 -1.902 -4.387
H -1.539 -2.897 -3.106
N -1.229 -3.784 0.911
C -0.149 -3.862 0.071
N 0.944 -4.603 0.238
N 1.720 -4.307 -0.791
N 1.159 -3.448 -1.562
N -0.072 -3.153 -1.076
C -2.132 -2.753 0.825
N -3.163 -2.553 1.639
N -3.760 -1.472 1.175
N -3.156 -1.019 0.139
N -2.099 -1.814 -0.146
H -1.195 -4.298 1.776
C 5.449 -0.922 0.762
C 5.219 0.443 0.819
C 3.924 0.936 0.795
C 2.834 0.079 0.701
C 3.085 -1.294 0.676
C 4.372 -1.794 0.718
Si 1.009 0.628 0.461
C 0.175 0.468 2.191
C -1.217 0.539 2.265
C -1.889 0.330 3.455
C -1.181 0.021 4.606
C 0.201 -0.032 4.558
C 0.870 0.192 3.366
C 1.024 2.523 0.075
C 1.219 2.936 -1.242
C 1.207 4.274 -1.594
C 0.980 5.240 -0.626
C 0.777 4.850 0.687
C 0.800 3.508 1.031
H 6.461 -1.301 0.753
H 6.054 1.128 0.884
H 3.754 2.005 0.841
H 2.249 -1.989 0.627
H 4.531 -2.861 0.707
H -1.789 0.768 1.368
H -2.966 0.400 3.483
H -1.702 -0.175 5.532
H 0.763 -0.248 5.456
H 1.950 0.149 3.343
H 1.400 2.186 -2.012
H 1.381 4.568 -2.620
H 0.966 6.286 -0.894
H 0.609 5.597 1.448
H 0.642 3.215 2.059
*
```

---

Entry 5:
ORCA calculation (ωB97M-V/def2-TZVPD) on the molecule C23H26N2O2S.

SMILES: CSCC[C@H](NC(=O)c1ccccc1)C(=O)N1CC=C(c2ccccc2)CC1
DFT total energy, Ha: -1550.252395
Energy above the lowest of the compared OMol25 structures with the same formula, charge and spin, eV: 0.103
HOMO-LUMO gap, eV: 9.270

```
! wB97M-V def2-TZVPD RIJCOSX def2/J DEFGRID3
* xyz 0 1
C -6.369 -2.321 -0.886
S -5.386 -2.471 0.631
C -4.020 -1.345 0.170
C -2.953 -1.367 1.253
C -1.663 -0.645 0.844
N -1.890 0.751 0.535
C -0.927 1.668 0.805
O 0.028 1.424 1.522
C -1.166 3.015 0.216
C -0.828 4.137 0.965
C -1.024 5.405 0.450
C -1.543 5.560 -0.825
C -1.856 4.446 -1.587
C -1.672 3.176 -1.071
C -1.034 -1.279 -0.407
O -1.476 -0.987 -1.509
N -0.012 -2.139 -0.246
C 0.799 -2.478 -1.400
C 2.197 -1.958 -1.240
C 2.680 -1.461 -0.101
C 4.043 -0.919 -0.001
C 4.298 0.212 0.772
C 5.578 0.726 0.864
C 6.627 0.115 0.196
C 6.386 -1.013 -0.569
C 5.106 -1.525 -0.668
C 1.834 -1.432 1.146
C 0.680 -2.422 0.992
H -5.771 -2.637 -1.736
H -7.229 -2.972 -0.771
H -6.695 -1.292 -1.009
H -4.447 -0.348 0.051
H -3.619 -1.688 -0.784
H -2.706 -2.406 1.483
H -3.348 -0.906 2.160
H -0.966 -0.639 1.684
H -2.537 0.936 -0.216
H -0.415 3.996 1.953
H -0.769 6.272 1.040
H -1.693 6.550 -1.231
H -2.242 4.567 -2.588
H -1.888 2.314 -1.687
H 0.811 -3.569 -1.533
H 0.329 -2.035 -2.282
H 2.798 -1.977 -2.136
H 3.487 0.705 1.286
H 5.759 1.608 1.460
H 7.627 0.516 0.273
H 7.200 -1.499 -1.088
H 4.927 -2.416 -1.253
H 1.433 -0.425 1.302
H 2.443 -1.689 2.015
H 1.076 -3.440 0.912
H 0.000 -2.395 1.843
*
```

---

Entry 6:
ORCA calculation (ωB97M-V/def2-TZVPD) on the molecule C23H26N4O5S in a non-equilibrium geometry.

SMILES: CCn1c(CNC(=O)c2ccc(OC)c(OC)c2)nnc1SCC(=O)c1ccc(OC)cc1
DFT total energy, Ha: -1885.443887
Energy above the lowest of the compared OMol25 structures with the same formula, charge and spin, eV: 3.457
HOMO-LUMO gap, eV: 8.429

```
! wB97M-V def2-TZVPD RIJCOSX def2/J DEFGRID3
* xyz 0 1
C -1.257 -0.641 -1.969
C -2.646 -0.013 -2.037
N -3.154 0.352 -0.736
C -3.418 1.593 -0.225
C -3.009 2.888 -0.839
N -1.600 3.084 -0.553
C -0.640 2.705 -1.439
O -0.891 2.544 -2.621
C 0.722 2.502 -0.881
C 1.801 2.538 -1.757
C 3.069 2.264 -1.295
C 3.311 1.942 0.039
O 4.614 1.664 0.313
C 5.079 1.518 1.638
C 2.221 1.898 0.933
O 2.465 1.561 2.238
C 1.407 1.626 3.172
C 0.947 2.174 0.454
N -3.909 1.488 0.982
N -3.990 0.193 1.294
C -3.532 -0.482 0.278
S -3.319 -2.215 0.265
C -2.357 -2.303 1.825
C -1.053 -1.579 1.572
O -0.908 -0.438 1.970
C -0.016 -2.259 0.780
C 1.174 -1.566 0.546
C 2.193 -2.104 -0.209
C 2.043 -3.377 -0.757
O 2.966 -4.009 -1.513
C 4.182 -3.353 -1.795
C 0.855 -4.082 -0.527
C -0.157 -3.536 0.227
H -0.851 -0.705 -2.974
H -0.587 -0.028 -1.371
H -1.295 -1.639 -1.542
H -3.350 -0.714 -2.497
H -2.595 0.893 -2.643
H -3.594 3.693 -0.390
H -3.131 2.893 -1.924
H -1.367 3.159 0.425
H 1.624 2.777 -2.793
H 3.919 2.288 -1.958
H 4.852 2.397 2.244
H 6.160 1.411 1.546
H 4.664 0.631 2.119
H 0.612 0.912 2.944
H 1.858 1.369 4.129
H 0.990 2.637 3.229
H 0.116 2.067 1.134
H -2.938 -1.785 2.587
H -2.236 -3.356 2.065
H 1.285 -0.580 0.966
H 3.089 -1.526 -0.367
H 4.015 -2.422 -2.346
H 4.744 -3.141 -0.881
H 4.750 -4.044 -2.416
H 0.755 -5.063 -0.962
H -1.065 -4.103 0.364
*
```